1.
Computed, not measured: a cluster of 2 separate species, C4H7N2 in total, with ωB97M-V/def2-TZVPD.

For the largest force on an atom, the calculation gives 6.88 eV/A. As for the energy relative to the best compared isomer or geometry (same formula, charge and spin): 124.62 kcal/mol. As for the orbital gap: 9.7534 eV. The LUMO energy comes out at -4.27 eV. The value obtained for the HOMO energy is -14.0 eV. The calculation puts the total energy at -7230.334 eV. The total charge is +1.

Each line ends with the natural charge from an NBO analysis.
Positions of all 13 atoms, in Å:
C (1.12856, -1.00217, -0.39895)  0.343
C (-1.38843, 0.23657, 0.51781)  -0.454
C (-0.51927, 0.49792, -0.68078)  -0.118
C (-0.04367, 0.50468, 0.77942)  0.111
N (0.21761, -0.55226, -1.22482)  -0.487
N (0.98266, -0.44786, 0.80209)  -0.536
H (1.75545, -1.87756, -0.63062)  0.265
H (-1.92049, 1.05164, 0.77831)  0.264
H (-1.77279, -0.72503, 0.54882)  0.243
H (-0.91300, 1.25260, -1.28237)  0.262
H (0.46366, 2.08719, 1.59093)  0.181
H (0.32789, -0.60004, -2.29684)  0.471
H (1.68182, -0.42568, 1.49699)  0.455

2.
Computed, not measured: a structure of composition C36H28BClN13O6Pb, with ωB97M-V/def2-TZVPD.

For the largest force on an atom, the calculation gives 1.98 eV/A. As for the energy relative to the best compared isomer or geometry (same formula, charge and spin): 47.25 kcal/mol. As for the orbital gap (alpha / beta): 5.3721 / 2.9737 eV. The LUMO energy (alpha / beta) comes out at -7.65 / -10.04 eV. The value obtained for the HOMO energy (alpha / beta) is -13.0 / -13.0 eV. The calculation puts the total energy at -87873.505 eV. The total charge is +2. As for the spin multiplicity: 2. As for the expectation value of S²: 0.771.

Each line ends with the Mulliken charge.
Positions of all 86 atoms, in Å:
Pb (0.11602, -0.26027, 0.03823)  1.464
O (1.22869, 1.48521, 5.02586)  -0.628
C (0.09140, 2.15560, 4.79560)  0.683
C (-0.55510, 2.67159, 5.91820)  -0.743
C (-1.73362, 3.36855, 5.78773)  -0.357
C (-2.31758, 3.57480, 4.53065)  -0.996
C (-1.69409, 3.07500, 3.42056)  -0.549
C (-0.48061, 2.35686, 3.52264)  0.422
C (0.09050, 1.86598, 2.29168)  0.507
O (-0.42284, 1.99610, 1.15746)  -0.479
N (1.28555, 1.16825, 2.37117)  -2.070
N (1.68441, 0.78631, 1.22294)  1.250
C (2.84392, 0.74953, 0.70924)  -0.771
C (3.13588, 0.24770, -0.63886)  1.229
C (4.42754, 0.25427, -1.13082)  -0.931
C (4.63382, -0.19627, -2.42769)  -0.933
C (3.54870, -0.61969, -3.18195)  -1.050
C (2.28632, -0.58825, -2.60660)  -0.803
N (2.10976, -0.16893, -1.35735)  1.494
H (1.56440, 1.09445, 4.20121)  0.545
H (-0.09882, 2.50132, 6.88367)  0.486
H (-2.21870, 3.75830, 6.67299)  0.410
H (-3.24346, 4.12418, 4.43933)  0.448
H (-2.12205, 3.21858, 2.43820)  0.483
H (3.66347, 1.20782, 1.25799)  0.546
H (5.24600, 0.60143, -0.51373)  0.614
H (5.63234, -0.21742, -2.84349)  0.537
H (3.67335, -0.98493, -4.19131)  0.581
H (1.41058, -0.94048, -3.13708)  0.435
C (-1.92577, -2.38237, -3.23775)  -1.674
C (-1.24032, -1.29565, -2.73065)  -0.621
N (-0.67048, -1.62810, -1.56339)  0.439
N (-0.99284, -2.91494, -1.29509)  0.458
C (-1.74966, -3.38167, -2.29037)  0.032
B (-0.39148, -3.64146, -0.03556)  0.276
N (1.13991, -3.41813, -0.09758)  0.762
C (2.09057, -4.16505, -0.68776)  -0.236
C (3.32314, -3.66098, -0.32558)  -1.405
C (3.01811, -2.56860, 0.48886)  -0.457
N (1.70264, -2.41068, 0.61586)  -0.450
N (-0.93613, -2.98689, 1.25934)  0.516
C (-1.51498, -3.59734, 2.30613)  0.099
C (-1.77983, -2.65939, 3.28262)  -1.594
C (-1.33057, -1.45585, 2.75238)  -0.691
N (-0.82356, -1.67174, 1.54147)  0.140
N (-0.76479, -5.09760, -0.01832)  0.138
C (-0.06062, -6.21915, 0.31050)  -0.233
C (-0.93329, -7.26958, 0.32381)  -0.923
C (-2.17731, -6.69843, -0.01174)  -0.319
N (-2.08265, -5.39528, -0.19638)  -1.072
H (-2.48281, -2.44372, -4.15558)  0.505
H (-1.12618, -0.30385, -3.13789)  0.557
H (-2.12102, -4.39165, -2.26171)  0.659
H (1.83988, -5.00268, -1.31699)  0.814
H (4.29258, -4.04689, -0.58806)  0.515
H (3.69920, -1.91814, 1.01593)  0.627
H (-1.71886, -4.65420, 2.29059)  0.484
H (-2.24746, -2.82271, 4.23681)  0.486
H (-1.37397, -0.46220, 3.16858)  0.574
H (0.98714, -6.19698, 0.55213)  0.608
H (-0.71002, -8.30065, 0.53346)  0.461
H (-3.13704, -7.18175, -0.10457)  0.484
O (-5.14380, 2.87587, -2.09818)  -0.480
C (-4.09244, 3.42047, -2.61353)  0.501
O (-4.09903, 4.35130, -3.38645)  -0.499
C (-2.72384, 2.89267, -2.25500)  -0.362
C (-1.49593, 3.49139, -2.78690)  0.450
Cl (-1.31410, 4.82582, -3.73046)  0.032
N (-0.48411, 2.80155, -2.29835)  -0.379
N (-0.93539, 1.78845, -1.46942)  1.436
C (-2.23666, 1.83597, -1.41402)  0.077
C (-2.95502, 0.82705, -0.50643)  0.546
O (-4.17747, 0.86771, -0.48478)  -0.853
O (-2.20819, 0.05677, 0.14526)  -0.203
C (0.92132, 3.07440, -2.41304)  -0.276
C (1.53202, 3.06876, -3.65682)  -0.254
C (2.87506, 3.40302, -3.73335)  -0.847
C (3.57652, 3.73844, -2.58149)  -0.617
C (2.94419, 3.72816, -1.34337)  -0.772
C (1.60479, 3.39042, -1.24893)  -0.219
H (-4.93369, 2.10036, -1.48306)  0.431
H (0.97879, 2.79770, -4.54685)  0.535
H (3.36796, 3.41297, -4.69574)  0.465
H (4.61821, 4.02179, -2.65053)  0.478
H (3.49341, 4.00829, -0.45384)  0.508
H (1.07733, 3.40865, -0.30122)  0.519

3.
Computed, not measured: a structure of composition C40H50BrNO5PtS3Se, with ωB97M-V/def2-TZVPD.

For the largest force on an atom, the calculation gives 0.74 eV/A. As for the energy relative to the best compared isomer or geometry (same formula, charge and spin): 5.05 kcal/mol. As for the orbital gap: 7.1491 eV. The LUMO energy comes out at -0.87 eV. The value obtained for the HOMO energy is -8.0 eV. The calculation puts the total energy at -225161.694 eV.

Each line ends with the Mulliken charge.
Positions of all 102 atoms, in Å:
Pt (0.46698, 0.06856, 0.18710)  1.241
C (0.85916, 3.96743, 6.39987)  -2.141
C (2.22160, 3.41895, 5.97630)  2.141
C (3.20297, 4.59406, 5.86832)  -1.658
C (2.70887, 2.44696, 7.05984)  -1.593
C (2.14871, 2.68979, 4.63635)  -0.554
C (0.97776, 2.53171, 3.92113)  -0.566
C (0.99724, 1.84874, 2.71305)  -0.079
Se (-0.64812, 1.64033, 1.75172)  -0.009
C (-1.42817, 0.13684, 2.64439)  0.697
C (-2.51774, 0.35300, 3.45724)  -0.715
C (-3.14250, -0.72995, 4.06834)  -0.270
C (-2.63934, -1.98492, 3.76560)  -0.191
C (-1.56325, -2.23944, 2.90637)  -0.433
C (-0.89282, -1.13057, 2.37102)  0.483
O (0.25156, -1.24271, 1.67117)  -0.824
C (-1.23151, -3.71552, 2.63554)  2.211
C (-2.51836, -4.44159, 2.20038)  -1.742
C (-0.21084, -3.95006, 1.52115)  -1.579
C (-0.69457, -4.34792, 3.92682)  -1.832
C (-4.34138, -0.50114, 4.98602)  1.924
C (-4.89756, -1.81140, 5.54291)  -2.180
C (-5.45808, 0.19690, 4.19686)  -1.589
C (-3.91846, 0.38618, 6.16436)  -1.680
C (2.15824, 1.30377, 2.15411)  0.943
O (2.17256, 0.74409, 0.94514)  -1.094
C (3.35924, 1.41580, 2.89378)  -0.207
C (3.30215, 2.12363, 4.08598)  -0.490
C (4.71973, 0.84729, 2.45038)  2.374
C (5.41367, 0.17743, 3.64920)  -1.926
C (4.65667, -0.21398, 1.34222)  -1.705
C (5.58717, 2.01353, 1.95483)  -1.561
H (0.95707, 4.48889, 7.35355)  0.441
H (0.12723, 3.16805, 6.53251)  0.397
H (0.46725, 4.67929, 5.67037)  0.382
H (3.25714, 5.13028, 6.81848)  0.477
H (2.88248, 5.29544, 5.09559)  0.356
H (4.20932, 4.25521, 5.61841)  0.280
H (2.75413, 2.95080, 8.02813)  0.459
H (3.70473, 2.06252, 6.83504)  0.319
H (2.03212, 1.59493, 7.14614)  0.347
H (0.03773, 2.92418, 4.28640)  0.581
H (-2.87914, 1.36415, 3.60567)  0.514
H (-3.12334, -2.84374, 4.20631)  0.416
H (-2.93760, -3.97073, 1.30795)  0.251
H (-3.28755, -4.45009, 2.97286)  0.362
H (-2.28402, -5.48033, 1.95871)  0.524
H (-0.52478, -3.47990, 0.58907)  0.133
H (-0.13315, -5.02586, 1.34635)  0.535
H (0.77608, -3.57124, 1.77368)  0.261
H (-1.41605, -4.27591, 4.74304)  0.296
H (0.22565, -3.85222, 4.24182)  0.338
H (-0.47338, -5.40500, 3.76163)  0.472
H (-5.24492, -2.47134, 4.74551)  0.411
H (-5.74850, -1.59735, 6.19200)  0.443
H (-4.15262, -2.34632, 6.13546)  0.405
H (-5.76816, -0.41409, 3.34664)  0.295
H (-5.13517, 1.16672, 3.81456)  0.298
H (-6.32757, 0.36371, 4.83690)  0.460
H (-3.12245, -0.09002, 6.73985)  0.354
H (-4.76637, 0.56328, 6.83002)  0.460
H (-3.55237, 1.35601, 5.82308)  0.322
H (4.22436, 2.23947, 4.63995)  0.263
H (4.78324, -0.60819, 4.06914)  0.392
H (5.66183, 0.87844, 4.44575)  0.395
H (6.34860, -0.27775, 3.31770)  0.485
H (3.98311, -1.03226, 1.59838)  0.245
H (5.66061, -0.62483, 1.21044)  0.568
H (4.32684, 0.19539, 0.39078)  -0.007
H (5.73289, 2.76171, 2.73671)  0.302
H (5.11777, 2.50544, 1.09981)  0.240
H (6.56858, 1.64815, 1.64246)  0.449
C (3.85824, -0.17079, -3.40511)  -1.023
O (2.94332, -0.38649, -2.32670)  -0.005
C (2.61901, -1.63837, -2.01716)  0.057
S (3.16965, -2.98568, -2.77155)  -0.277
S (1.54482, -1.83912, -0.68402)  -0.248
H (4.08072, 0.89385, -3.38266)  0.220
H (3.39696, -0.44854, -4.35148)  0.353
H (4.76293, -0.75723, -3.26042)  0.401
S (0.01423, 2.80826, -3.31177)  -0.185
C (1.67132, 2.75171, -2.89273)  -0.204
C (1.84615, 1.99763, -1.78713)  -0.908
N (0.67749, 1.48587, -1.27585)  0.876
C (-0.36383, 1.84329, -1.98831)  -0.051
H (2.41951, 3.27646, -3.46076)  0.458
H (2.76257, 1.81281, -1.25056)  0.476
H (-1.36840, 1.53739, -1.74889)  0.326
Br (-4.19926, -0.69822, 0.23685)  -0.110
C (-3.79646, -2.08734, -0.99439)  0.380
C (-4.76459, -3.07230, -1.13376)  -0.659
C (-4.57485, -4.11036, -2.03122)  -0.491
C (-3.42724, -4.15453, -2.80876)  -0.691
C (-2.47564, -3.15985, -2.67642)  -0.750
C (-2.63363, -2.12012, -1.76081)  0.098
C (-1.47998, -1.15751, -1.67486)  0.481
O (-0.80500, -0.90169, -2.65402)  -0.566
O (-1.26743, -0.72513, -0.46234)  0.023
H (-5.66422, -3.01894, -0.53666)  0.434
H (-5.33073, -4.87936, -2.12349)  0.396
H (-3.27343, -4.95994, -3.51420)  0.399
H (-1.57267, -3.16784, -3.27196)  0.477

4.
Computed, not measured: the molecule C4H7N3O, with ωB97M-V/def2-TZVPD.

For the largest force on an atom, the calculation gives 4.46 eV/A. Its structure (SMILES) is NCC1=NN=C[C@@H]1O. As for the energy relative to the best compared isomer or geometry (same formula, charge and spin): 100.09 kcal/mol. As for the orbital gap: 9.6462 eV. The LUMO energy comes out at 0.22 eV. The value obtained for the HOMO energy is -9.4 eV. The calculation puts the total energy at -10775.407 eV.

Each line ends with the natural charge from an NBO analysis.
Positions of all 15 atoms, in Å:
N (0.16605, 1.91716, 0.38505)  -0.879
C (-0.97991, 0.98950, 0.44875)  -0.285
C (-0.76932, -0.24235, -0.30894)  0.219
N (-1.54935, -1.12355, -0.72028)  -0.250
N (-0.63298, -2.28328, -1.18254)  -0.217
C (0.56355, -2.00986, -0.88312)  0.008
C (0.63403, -0.56024, -0.62236)  -0.041
O (1.43537, -0.16604, 0.54008)  -0.718
H (-0.11333, 3.03157, 0.52713)  0.378
H (0.94412, 1.58153, 1.02803)  0.406
H (-1.94469, 1.50531, 0.24219)  0.232
H (-1.19389, 0.65170, 1.42405)  0.200
H (1.33604, -2.73081, -0.82830)  0.218
H (1.04930, 0.17824, -1.41503)  0.265
H (1.05500, -0.73888, 1.36528)  0.464

Q: The highest energy relative to the best compared isomer or geometry (same formula, charge and spin) belongs to which entry?
A: C4H7N2